No. 1
Formula: C65H144B4F19N9O11
Source: the Open Molecules 2025 dataset
Level of theory: the ωB97M-V functional and the def2-TZVPD basis

XYZ file:
```
252
Properties=species:S:1:pos:R:3:forces:R:3:lowdin_charge:R:1
C 3.5850 5.9584 4.0547 0.0 1.7 -0.6 0.006
C 4.3360 6.5555 2.8622 0.8 0.0 0.9 -0.423
C 4.1037 8.0568 2.8156 -0.3 1.4 -0.6 -0.116
C 5.0647 8.7601 1.8205 -0.3 -1.3 -1.2 -0.152
C 6.4698 8.7497 2.4022 -1.0 0.5 0.6 -0.132
C 6.9610 7.3887 2.8174 -0.1 -0.1 -0.4 -0.484
N 5.8699 6.4472 3.1831 -1.2 -0.8 1.1 0.022
O 6.2132 5.5166 3.8210 -0.3 -0.3 0.0 0.212
C 7.9308 7.4602 3.9554 0.8 1.5 0.9 -0.008
C 7.5707 6.5983 1.6691 1.7 0.7 -1.7 0.015
C 4.0148 5.6929 1.6537 -0.5 -0.1 0.4 0.015
H 3.9788 5.0231 4.3971 -0.3 -0.6 -0.1 0.089
H 2.5596 5.9670 3.6675 0.1 -0.6 0.5 0.114
H 3.6369 6.7276 4.8194 -0.1 -0.3 0.6 0.090
H 4.2817 8.5626 3.8016 -0.3 -0.8 -0.5 0.141
H 3.0235 8.1733 2.5688 0.7 0.2 0.1 0.146
H 4.8843 9.7982 1.5955 -0.8 0.3 0.2 0.117
H 4.9743 8.2366 0.8236 0.4 0.4 0.9 0.132
H 6.4159 9.4256 3.2807 0.2 -0.5 -0.2 0.140
H 7.1848 9.2023 1.7366 0.3 0.0 -0.4 0.135
H 7.5970 7.9601 4.9118 -0.2 -0.6 -1.2 0.128
H 8.6965 8.1342 3.5365 0.1 -0.4 0.4 0.118
H 8.3611 6.5088 4.1931 0.4 -0.4 0.1 0.086
H 8.6261 6.9223 1.4771 -0.8 -0.2 0.5 0.131
H 7.1114 6.7415 0.6916 -0.5 0.2 0.2 0.102
H 7.5699 5.5502 1.8549 0.2 -0.8 0.2 0.085
H 4.0103 4.6307 1.9356 0.1 0.4 -0.2 0.087
H 4.6053 5.8632 0.8016 1.3 0.0 -1.0 0.072
H 3.0316 5.9717 1.2888 -0.5 0.0 0.3 0.112
C -2.9879 -8.2226 0.5013 0.1 -0.9 0.5 0.003
C -4.2230 -9.0520 0.9607 1.1 -0.9 0.0 -0.420
C -3.9396 -10.5986 0.7074 -0.3 0.7 -1.2 -0.118
C -2.8379 -11.1578 1.5740 0.5 0.9 0.1 -0.168
C -3.2544 -11.0476 3.0503 2.2 2.0 -0.6 -0.067
C -3.4599 -9.5240 3.5813 -0.8 -2.4 -1.7 -0.424
N -4.3786 -8.9650 2.4746 -3.4 2.0 0.5 0.040
O -5.4709 -8.5423 2.8117 2.6 -1.1 -0.1 0.190
C -2.2008 -8.7876 3.8251 1.9 1.0 -1.7 -0.015
C -4.2181 -9.6060 4.8392 -0.1 -1.0 1.7 -0.032
C -5.4939 -8.6421 0.2426 -0.8 -0.9 0.0 -0.018
H -2.1588 -8.4195 1.2195 -0.5 0.3 -1.1 0.071
H -3.1334 -7.1482 0.4029 -0.3 -0.2 0.3 0.080
H -2.7758 -8.6311 -0.4882 0.4 0.0 0.1 0.098
H -3.7738 -10.6251 -0.4282 -0.1 -0.3 1.7 0.155
H -4.8267 -11.1987 0.9544 -0.2 0.4 -0.4 0.129
H -1.9002 -10.6119 1.3863 -0.2 -0.1 0.2 0.117
H -2.6279 -12.1817 1.2915 -0.1 -0.3 0.1 0.124
H -2.4294 -11.3520 3.6697 0.4 -0.4 0.3 0.119
H -4.0474 -11.6918 3.2823 -1.6 -0.5 0.3 0.110
H -1.5698 -9.3843 4.4877 -0.1 0.0 -0.1 0.118
H -2.3644 -7.8215 4.2677 -0.3 0.2 0.4 0.083
H -1.6246 -8.4997 2.9005 -0.4 -0.8 1.1 0.093
H -4.2945 -8.6807 5.3733 -0.2 0.7 0.1 0.100
H -3.6934 -10.3008 5.5406 -0.1 0.5 -0.7 0.132
H -5.1825 -10.0486 4.7118 -0.8 -0.1 -0.1 0.092
H -5.2416 -8.5903 -0.8359 -0.2 0.2 0.7 0.113
H -5.9344 -7.7311 0.6329 0.3 0.4 -0.3 0.091
H -6.3174 -9.3995 0.3622 0.9 0.5 -0.1 0.113
C 8.2927 -1.9224 0.5143 1.9 -0.1 0.9 -0.006
C 6.9773 -1.1311 0.4113 1.8 -0.1 -1.3 -0.440
C 5.8723 -2.0216 0.8082 -2.4 1.7 1.3 -0.166
C 5.7133 -2.2481 2.2889 1.3 -1.1 1.4 -0.163
C 5.7742 -0.9225 3.1035 -0.3 -0.1 -0.8 -0.084
C 7.0674 -0.0536 2.9788 -0.6 -2.1 -0.7 -0.412
N 7.3049 -0.0217 1.3978 0.0 3.1 -0.4 0.025
O 7.8486 0.9651 0.9823 -0.8 -1.8 0.5 0.214
C 8.3384 -0.6712 3.5686 0.3 -0.2 1.5 -0.018
C 6.9042 1.3113 3.5897 -0.9 1.3 -0.8 -0.024
C 6.7662 -0.7022 -1.0711 0.1 1.6 1.3 0.020
H 8.3894 -2.4172 1.4916 -0.4 -0.3 -0.4 0.083
H 9.2263 -1.3027 0.5426 -0.9 -0.1 -0.6 0.113
H 8.4068 -2.6484 -0.3015 -0.3 0.2 0.3 0.115
H 6.0635 -2.8883 0.2450 -0.2 -1.4 -0.5 0.121
H 4.8632 -1.5810 0.5625 1.2 -0.3 -0.6 0.134
H 6.2811 -3.1448 2.6733 0.1 1.2 -0.2 0.134
H 4.7151 -2.5925 2.3891 -1.1 -0.3 0.3 0.095
H 5.5158 -1.0790 4.1693 0.2 0.1 -0.6 0.141
H 4.9604 -0.3552 2.5942 0.5 0.1 0.9 0.121
H 9.2790 -0.3551 3.0417 -0.9 -0.2 0.8 0.116
H 8.3027 -1.7567 3.7268 0.0 0.1 -0.7 0.087
H 8.2972 -0.3233 4.6471 0.7 -0.1 -1.3 0.113
H 6.0246 1.8524 3.1672 0.5 -0.5 0.3 0.086
H 7.7812 1.9465 3.4008 -0.1 -0.3 0.3 0.101
H 6.7352 1.1720 4.6793 0.2 0.1 -0.7 0.116
H 6.2653 -1.4646 -1.6170 -0.3 -1.1 -0.1 0.083
H 7.6803 -0.4638 -1.6062 0.1 0.3 0.2 0.096
H 6.0530 0.1225 -1.0511 0.3 0.2 -0.3 0.086
C -3.3233 2.9635 1.3095 0.2 2.9 1.8 0.033
C -3.8017 4.1375 2.2762 0.0 -1.1 -0.3 -0.364
C -2.6803 5.0731 2.7043 2.0 -2.3 0.2 -0.114
C -3.1725 6.2079 3.5518 0.1 -0.2 -1.1 -0.154
C -4.0188 7.0722 2.6775 -1.6 1.0 0.3 -0.132
C -5.1866 6.4308 1.8976 -0.3 -0.7 1.5 -0.434
N -4.7763 5.0520 1.5141 -1.4 -1.7 -1.6 0.013
O -5.3700 4.5880 0.5865 0.8 0.1 0.5 0.219
C -5.4593 7.2772 0.6987 0.3 0.3 -1.6 -0.022
C -6.4994 6.2115 2.7871 0.5 -0.2 1.2 0.024
C -4.6523 3.4583 3.3816 -0.9 -0.3 -1.4 0.021
H -2.6604 2.3256 1.8535 0.4 -0.3 0.4 0.085
H -2.8144 3.4504 0.5357 1.2 0.5 -1.2 0.043
H -4.1104 2.4568 0.8787 -1.8 -1.3 -0.5 0.065
H -2.1591 5.3614 1.7759 -0.2 0.4 0.3 0.136
H -1.8950 4.3920 3.1968 -1.2 1.1 -0.4 0.141
H -2.3644 6.8229 3.9216 0.2 -0.1 0.4 0.132
H -3.7908 5.8219 4.3269 -0.1 -0.3 1.1 0.106
H -3.3941 7.6068 1.9765 0.1 0.2 -0.2 0.126
H -4.5749 7.7813 3.2933 0.4 0.5 0.0 0.137
H -6.2754 6.9792 0.0145 0.4 -0.2 0.6 0.107
H -4.5060 7.3481 0.1301 -0.7 0.0 0.0 0.107
H -5.6873 8.2871 1.0420 0.0 -0.1 0.1 0.111
H -7.2548 5.4126 2.6230 0.8 0.4 -0.9 0.111
H -7.0222 7.1562 2.8412 -0.1 0.3 -0.3 0.093
H -6.2167 6.0217 3.8320 0.3 0.1 -0.2 0.078
H -5.3096 2.7276 2.8304 0.1 1.0 0.7 0.119
H -5.2258 4.1713 3.9773 0.1 -0.5 0.1 0.071
H -4.0217 2.8021 3.9522 0.6 0.2 0.5 0.077
C -1.5348 -5.4509 -7.7587 -0.7 1.8 -0.8 -0.006
C -0.1839 -5.7730 -8.4183 0.1 0.3 0.1 -0.381
C -0.3326 -5.7115 -9.9881 -0.5 -1.2 1.1 -0.120
C -0.5012 -4.3663 -10.5614 -0.4 0.9 -1.8 -0.209
C 0.6392 -3.5175 -10.1011 -0.3 -0.1 -2.0 -0.154
C 0.6091 -3.2495 -8.6297 0.9 0.9 1.3 -0.413
N 0.8354 -4.6440 -8.0968 -0.1 -2.5 -0.3 0.022
O 1.8817 -5.0636 -7.7286 -0.2 1.9 0.2 0.221
C -0.6957 -2.5868 -8.0203 1.7 -2.2 0.7 0.038
C 1.8477 -2.4159 -8.2996 0.2 0.5 0.1 -0.010
C 0.4265 -7.0942 -7.8913 0.1 0.2 0.1 -0.010
H -2.0132 -6.3933 -7.5754 -0.4 -0.4 0.2 0.087
H -2.1675 -4.8573 -8.5236 0.8 -1.2 1.4 0.106
H -1.4963 -4.8479 -6.8062 0.2 -0.9 -1.0 0.097
H -1.1795 -6.3624 -10.1637 -0.2 -0.3 -0.3 0.135
H 0.5280 -6.1135 -10.5076 0.4 -0.6 0.3 0.133
H -1.4035 -3.7816 -10.3615 -0.3 -0.6 0.2 0.117
H -0.4597 -4.4334 -11.6958 -0.1 0.0 1.3 0.158
H 0.4276 -2.5897 -10.6303 0.9 0.5 0.2 0.145
H 1.5889 -4.0074 -10.4409 -0.5 0.8 0.4 0.158
H -1.5975 -3.1169 -8.2785 -0.1 0.2 -0.1 0.053
H -0.7494 -1.5815 -8.3136 0.1 1.4 -0.6 0.081
H -0.5310 -2.6495 -6.9325 -0.4 0.3 -0.4 0.083
H 1.6178 -1.4205 -8.7181 0.2 -0.3 0.4 0.108
H 2.7739 -2.7495 -8.8047 -0.6 -0.1 0.2 0.103
H 2.0349 -2.3659 -7.2171 -0.2 0.2 -0.3 0.089
H 1.4443 -7.2458 -8.2677 -0.3 0.0 -0.1 0.089
H -0.1721 -7.9749 -8.2077 0.1 0.8 0.3 0.113
H 0.5309 -7.0392 -6.7842 -0.3 -0.2 -0.7 0.107
C -0.9445 0.2887 -0.0960 0.3 0.6 -1.3 -0.024
C -0.1685 0.6078 1.2110 -2.6 0.7 0.5 -0.440
C 0.6257 -0.5689 1.6038 1.5 -1.3 1.4 -0.210
O -0.0484 -1.8296 1.8046 -1.1 1.0 0.8 -0.209
C -0.9533 -1.7402 2.9725 0.9 -1.3 -1.2 -0.027
N 0.6735 1.7831 1.0384 -0.6 1.4 0.6 0.078
H -0.1651 3.1493 0.2068 -0.6 1.1 -0.4 0.118
H 1.0220 2.3304 1.8819 -0.5 -1.6 -1.3 0.127
H 1.3921 1.5375 0.3890 1.0 0.4 -0.1 0.068
H -0.2252 0.0188 -0.9750 -1.0 0.7 1.5 0.114
H -1.5432 1.2143 -0.4215 0.7 -1.6 0.4 0.070
H -1.5894 -0.6145 0.0148 0.2 0.8 0.1 0.080
H -0.9189 0.8186 2.0526 0.9 -0.1 -1.2 0.138
H 1.1048 -0.3519 2.5745 0.2 0.1 -0.4 0.128
H 1.3892 -0.7250 0.8342 -0.1 -0.2 0.3 0.108
H -1.8942 -1.2692 2.7255 0.0 0.5 0.0 0.093
H -0.4417 -1.3647 3.8406 0.3 1.0 0.1 0.078
H -1.1842 -2.7491 3.2681 -0.2 -0.6 -0.3 0.070
C -1.5264 0.0534 7.0086 1.3 0.8 1.1 -0.011
C -1.9775 1.3958 7.6405 0.1 -0.2 -0.9 -0.293
C -3.1695 1.3407 8.5792 0.9 -1.1 -0.9 -0.239
O -3.4811 2.6170 8.9752 0.2 0.6 0.6 -0.178
C -4.5960 2.6044 9.8337 -2.0 0.6 0.1 -0.100
N -0.7045 1.9040 8.3014 0.2 -0.2 0.8 0.210
H -0.3846 1.1776 8.9946 0.0 1.0 -1.0 0.193
H -0.0157 2.1393 7.5627 -0.1 -0.8 -0.2 0.144
H -0.7664 2.8083 8.7705 -0.8 -0.1 0.4 0.169
H -0.6420 0.2778 6.3849 -0.3 -0.3 0.3 0.077
H -2.2183 -0.4186 6.3704 -1.2 -0.3 -0.6 0.078
H -1.2397 -0.6841 7.7943 -0.2 0.5 -0.4 0.105
H -2.2166 2.1511 6.8799 0.3 -0.3 0.0 0.141
H -2.9284 0.6624 9.4125 -0.4 0.0 0.1 0.144
H -3.9968 0.9286 7.9687 0.2 -0.2 0.4 0.150
H -5.4693 2.0453 9.3439 1.1 0.8 0.6 0.114
H -4.9021 3.6708 10.0021 0.3 -1.1 -0.1 0.109
H -4.4209 2.1229 10.8125 0.3 0.1 -0.4 0.097
C 0.6572 -5.9982 0.3799 -2.2 -0.4 1.6 -0.029
C 0.8936 -4.5041 0.4783 -0.4 -0.6 -0.7 -0.288
C 2.1133 -4.0327 -0.2736 0.9 1.1 0.6 -0.142
O 2.2649 -2.5816 -0.1100 -0.6 -2.6 0.1 -0.225
C 2.5473 -1.9712 -1.3348 -0.4 1.4 -0.6 -0.117
N -0.3075 -3.8815 -0.2145 -0.2 0.0 0.5 0.214
H -0.5205 -4.2684 -1.1535 0.6 0.5 0.4 0.161
H -1.1623 -3.9932 0.3769 0.5 0.0 -0.2 0.137
H -0.0241 -2.9027 -0.2366 -0.6 0.4 -0.4 0.121
H 1.2648 -6.6835 0.9494 0.8 0.2 0.1 0.089
H 0.5044 -6.3879 -0.6131 0.4 0.2 -0.6 0.089
H -0.3493 -6.1360 0.8689 0.8 0.0 -0.4 0.076
H 0.8133 -4.0899 1.5047 0.4 -0.4 -0.6 0.163
H 2.1353 -4.3122 -1.3216 -0.8 0.2 -0.4 0.124
H 3.0201 -4.5256 0.0740 0.0 0.0 0.7 0.134
H 2.8267 -0.9600 -0.9767 0.3 -0.3 -1.0 0.091
H 1.6474 -1.8959 -2.0069 0.8 -0.1 0.6 0.093
H 3.3389 -2.5025 -1.8972 -0.1 0.5 0.3 0.103
C -7.3534 4.0619 -10.3470 0.5 2.7 -0.7 0.013
C -7.3293 4.8670 -9.0376 -0.7 -0.4 0.1 -0.285
C -6.2289 4.4456 -8.0797 -1.5 -2.4 0.1 -0.173
O -6.5129 3.0779 -7.8460 -1.1 0.9 -0.5 -0.181
C -5.5623 2.1883 -7.3545 -0.1 -0.6 0.8 -0.088
N -7.1359 6.3377 -9.3088 -1.3 0.5 1.6 0.219
H -6.5126 6.4947 -10.0546 1.9 0.3 -0.8 0.144
H -7.9770 6.7990 -9.6607 -0.4 -0.2 0.3 0.183
H -6.8978 6.8043 -8.4028 0.2 -0.1 -1.1 0.195
H -7.2365 4.8655 -11.1295 0.4 -1.0 0.2 0.101
H -8.3151 3.7010 -10.6267 -0.6 -0.9 0.4 0.086
H -6.5506 3.3439 -10.4089 0.0 -0.2 -0.1 0.096
H -8.3074 4.8524 -8.5643 0.0 -0.4 0.3 0.160
H -6.2279 4.9403 -7.1438 -0.1 1.1 1.0 0.127
H -5.3014 4.5279 -8.5412 2.0 0.4 -1.0 0.119
H -5.3592 2.2922 -6.2716 -0.1 0.1 -0.4 0.104
H -4.6465 2.1773 -7.9016 0.9 0.4 -0.5 0.082
H -6.0126 1.2267 -7.5629 0.0 -0.4 0.4 0.098
C -0.8951 3.7461 -1.4863 -1.1 -2.2 -1.9 -0.410
O 0.1527 3.1273 -2.2192 -1.4 -0.3 0.2 -0.072
O -0.6231 4.0080 -0.2087 1.5 -0.6 2.1 -0.013
C -1.3886 5.0271 -2.1836 0.7 0.4 0.7 -0.536
F -0.4384 5.9732 -2.0832 -0.3 0.3 0.1 0.141
F -1.6381 4.8956 -3.4896 -0.4 -0.3 0.4 0.164
F -2.4962 5.5056 -1.5375 0.2 -0.2 -0.6 0.109
C 1.4011 3.7652 -2.3743 0.1 1.0 -0.5 -0.268
C 2.2670 2.9016 -3.2629 -0.2 -1.5 0.9 -0.056
H 3.2878 3.2484 -3.2104 0.3 0.3 -0.5 0.074
H 2.3251 1.8469 -2.8809 -0.2 0.9 -0.1 0.086
H 1.8492 2.8285 -4.2690 0.3 0.3 0.0 0.080
H 1.8242 4.0104 -1.4129 0.4 -0.4 0.5 0.105
H 1.2651 4.7431 -2.8529 0.0 -0.2 -0.2 0.114
H -1.7477 2.9676 -1.5281 1.0 1.0 -0.5 0.165
B 0.4359 -3.7002 -4.4889 0.8 0.9 0.4 -1.230
F 1.1038 -2.5599 -5.0680 0.0 -0.8 0.6 0.060
F -0.8014 -3.7555 -5.0455 -1.9 0.1 -0.3 0.134
F 1.0613 -4.8907 -4.8239 0.7 -0.1 0.3 0.124
F 0.3144 -3.5132 -3.0408 0.3 -0.3 -0.9 0.037
B -0.4489 2.3452 4.5116 0.7 0.4 0.2 -1.300
F -1.8469 2.2047 4.4346 0.1 -0.4 0.1 0.111
F -0.0686 2.8386 5.7766 -0.3 0.4 1.5 0.091
F 0.2755 1.1630 4.4008 -0.5 -0.4 -0.7 0.129
F -0.0533 3.3279 3.6091 0.1 -0.1 -0.8 0.119
B -2.6498 -5.4795 2.6371 -1.5 1.8 -1.3 -1.240
F -3.6076 -6.4910 2.5860 -0.3 -0.3 0.2 0.133
F -2.3572 -5.0920 1.2341 0.1 -0.2 0.3 0.003
F -3.2248 -4.3149 3.1951 0.6 -0.7 0.2 0.103
F -1.5099 -5.9229 3.2019 1.1 -0.1 0.7 0.177
B 4.5102 2.2334 0.8195 0.3 -0.3 0.8 -1.296
F 3.4214 2.4864 0.0113 0.1 -0.3 -0.7 0.150
F 5.0277 0.8838 0.7105 -0.4 0.6 -0.5 0.076
F 5.5369 3.1568 0.6583 0.5 0.1 -0.7 0.122
F 4.1134 2.3585 2.1408 -0.7 0.0 1.3 0.105
```
Forces are in eV/Å.

For the total energy, the calculation gives -5879.6201 a.u. The spin multiplicity is 1. The total charge is +4. The value obtained for the HOMO-LUMO gap is 6.26 eV.



No. 2
Formula: C8H12F3N2
Source: the Open Molecules 2025 dataset
Level of theory: the ωB97M-V functional and the def2-TZVPD basis

XYZ file:
```
25
Properties=species:S:1:pos:R:3:forces:R:3:lowdin_charge:R:1
C -0.0411 0.0074 1.1402 -1.2 -0.5 -2.4 0.070
C 0.3540 -1.0094 0.1303 3.2 0.3 2.5 -0.404
C -0.7812 0.9193 0.5048 0.6 -1.4 0.9 -0.187
C 0.0962 -2.4902 0.4793 -3.4 0.5 -3.1 0.023
C -1.4451 2.0215 1.1775 0.1 1.2 -0.3 0.011
C -1.9795 0.7016 -1.6913 -3.5 -0.9 -3.3 0.019
C 2.0097 -0.8891 0.1572 -1.8 2.9 1.1 0.082
C 2.4813 0.4185 -0.5049 -0.6 -0.3 -0.3 -0.596
N -0.2689 -0.5927 -1.0733 0.7 -2.4 -0.6 0.215
N -0.9208 0.4103 -0.8349 -0.5 0.6 1.7 -0.077
F 2.3815 1.4166 0.3850 -0.4 0.3 -0.2 0.143
F 1.6667 0.6764 -1.5832 1.0 0.6 0.5 0.111
F 3.7314 0.4374 -0.9262 0.1 -0.5 -0.2 0.190
H 0.0337 -0.0763 2.1752 0.7 0.0 1.5 0.143
H 0.1967 -2.9720 -0.5108 -0.1 -0.2 0.4 0.108
H 0.7584 -2.9789 1.1001 1.5 -0.4 1.7 0.067
H -0.9858 -2.6604 0.7783 1.4 0.2 -0.1 0.124
H -2.2992 2.3217 0.6057 -0.6 0.6 0.0 0.080
H -1.7571 1.6925 2.1578 -0.2 -0.1 0.2 0.104
H -0.7451 2.8623 1.3288 -0.5 -0.2 -0.3 0.119
H -2.8890 -0.0064 -1.5655 1.7 0.7 0.5 0.160
H -2.4117 1.6499 -1.5529 0.0 1.4 0.3 0.080
H -1.7955 0.5450 -2.7899 0.6 0.3 1.2 0.140
H 2.3773 -1.7243 -0.3341 1.1 -1.6 -0.5 0.112
H 2.2334 -0.6804 1.2468 0.2 -1.3 -1.3 0.164
```
Forces are in eV/Å.

As for the SMILES: CC1=C[C@](C)(CC(F)(F)F)N=[N+]1C. For the total energy, the calculation gives -720.8141 a.u. The spin multiplicity is 1. The total charge is +1. The value obtained for the HOMO-LUMO gap is 9.12 eV.



No. 3
Formula: C3H6NO2
Source: the Open Molecules 2025 dataset
Level of theory: the ωB97M-V functional and the def2-TZVPD basis

XYZ file:
```
12
Properties=species:S:1:pos:R:3:forces:R:3:lowdin_charge:R:1
O -0.7319 2.1830 0.0255 0.2 0.0 0.2 -0.176
C 0.1418 2.5111 0.8733 -0.5 0.1 -0.6 -0.709
O -0.0067 2.9801 2.0106 0.2 0.0 0.1 -0.132
H 1.1956 2.3686 0.4892 0.1 0.0 0.3 0.086
C 0.2532 -1.7086 0.6419 -0.6 -0.3 -0.3 -0.062
C -0.0078 -0.8231 -0.3318 0.6 -0.2 0.9 -0.302
N -0.3146 -1.1371 -1.6302 0.3 0.1 0.1 0.044
H 0.1362 -2.7789 0.4748 0.1 0.0 0.0 0.020
H 0.3767 -1.3711 1.6594 0.2 0.1 0.0 0.026
H 0.0809 0.2343 -0.0743 -0.4 -0.1 -0.6 0.063
H -0.6094 -2.0599 -1.8756 -0.1 -0.1 0.0 0.071
H -0.5140 -0.3983 -2.2629 -0.2 0.3 -0.2 0.070
```
Forces are in eV/Å.

For the total energy, the calculation gives -323.1748 a.u. The spin multiplicity is 1. The total charge is -1. The value obtained for the HOMO-LUMO gap is 8.01 eV.